1) A 2-piece molecular cluster, C3H11NO3 overall. Source: the Open Molecules 2025 dataset; level of theory: ωB97M-V with the def2-TZVPD basis set.

Geometry as XYZ:
```
18
Properties=species:S:1:pos:R:3
N -0.42993 -1.62716 -0.86854
C 0.59979 -0.68133 -0.40018
C 0.25948 -0.27659 1.08480
O 1.04963 0.94983 1.26681
C 2.03606 -1.21439 -0.45143
O 2.53031 -1.46473 -1.82134
H -0.78316 -2.41043 -0.28368
H -0.89412 -1.49614 -1.72761
H 0.53809 0.17849 -1.10390
H 0.54506 -1.00120 1.85185
H -0.74950 -0.00862 1.09156
H 1.96535 0.82658 1.20379
H 2.29717 -2.17583 0.00197
H 2.67659 -0.32592 -0.15846
H 1.84824 -1.92096 -2.41443
O -4.68986 4.22703 0.92699
H -4.32198 4.66115 1.57143
H -4.47719 3.76019 0.23038
```

Results
HOMO   -9.04 eV
Total charge   0
Gap between HOMO and LUMO   9.811 eV
SMILES   NC(CO)CO.O



2) A 4-piece molecular cluster, C3H11NO3 overall. Source: the Open Molecules 2025 dataset; level of theory: ωB97M-V with the def2-TZVPD basis set.

Geometry as XYZ:
```
18
Properties=species:S:1:pos:R:3
C -1.88877 1.46392 0.54747
C -2.05791 0.32576 1.08028
N -1.21755 -0.88557 1.03859
C 0.06018 -0.94851 1.52154
H -0.93829 1.83251 0.28048
H -2.74879 1.97909 0.07570
H -2.92589 0.19885 1.62202
H 0.09190 -0.81175 2.69819
H 0.77302 -1.52568 1.02898
O -0.23211 -1.33099 -1.71912
H -0.50163 -1.04711 -0.88836
H -0.81929 -1.20429 -2.45021
O 1.56204 1.41979 0.06206
H 2.07740 0.74187 -0.40312
H 1.92430 2.31453 0.05756
O 2.34699 -0.50224 -1.63010
H 1.48073 -0.90297 -1.50285
H 3.01366 -1.11721 -1.41911
```

Results
HOMO   -8.74 eV
Total charge   0
Gap between HOMO and LUMO   8.774 eV
SMILES   C=CN=C.O.O.O



Most stable one: 1), least stable one: 2).



1) A 3-piece molecular cluster, C3H11NO3 overall. Source: the Open Molecules 2025 dataset; level of theory: ωB97M-V with the def2-TZVPD basis set.

Geometry as XYZ:
```
18
Properties=species:S:1:pos:R:3
C -1.92172 -2.15889 -1.33231
C -1.13375 -1.98828 -0.02026
N -0.82840 -0.63808 0.38453
C -1.69865 0.38576 0.25933
O -1.29418 1.54950 0.30186
H -1.72698 -3.20067 -1.64833
H -1.33863 -1.60349 -2.06939
H -3.00175 -2.23012 -1.26618
H -1.67903 -2.55127 0.75796
H -0.25360 -2.63547 -0.08114
H -0.04536 -0.51582 1.00564
H -2.77292 0.24552 0.10523
O 1.23418 1.16086 1.11982
H 0.64278 1.50114 0.41520
H 1.00173 1.35351 2.02701
O 4.45828 1.52171 -0.76876
H 3.63786 1.04113 -0.65869
H 4.96040 0.98764 -0.13820
```

Results
HOMO   -9.78 eV
Total charge   0
Gap between HOMO and LUMO   10.463 eV
SMILES   CCNC=O.O.O



2) A 3-piece molecular cluster, C3H11NO3 overall. Source: the Open Molecules 2025 dataset; level of theory: ωB97M-V with the def2-TZVPD basis set.

Geometry as XYZ:
```
18
Properties=species:S:1:pos:R:3
C 2.34106 -0.26423 0.06967
C 1.43417 -0.33552 1.29217
N -0.00408 -0.29875 0.83762
C -0.73728 0.84783 1.11051
O -1.80965 1.05413 0.60735
H 3.28914 0.25433 0.24811
H 1.72224 0.28413 -0.74667
H 2.50488 -1.23661 -0.40662
H 1.59271 -1.35892 1.83594
H 1.72524 0.49020 2.05471
H -0.37000 -0.77106 0.01786
H -0.42782 1.72249 1.70365
O -2.44568 -1.20104 -0.70463
H -1.82285 -1.31205 -1.42129
H -2.52066 -0.36090 -0.26648
O -1.13441 0.81271 -2.17906
H -1.36376 0.86977 -1.32191
H -1.97325 0.80348 -2.73092
```

Results
HOMO   -10.20 eV
Total charge   0
Gap between HOMO and LUMO   11.052 eV
SMILES   CCNC=O.O.O



Most stable one: 1), least stable one: 2).



1) One molecule with the formula C4H3NO3. Source: the Open Molecules 2025 dataset; level of theory: ωB97M-V with the def2-TZVPD basis set.

Geometry as XYZ:
```
11
Properties=species:S:1:pos:R:3
O -1.04561 1.47505 1.32124
C -0.12526 0.75711 0.89071
O 0.49236 1.31214 -0.38861
N 0.71902 0.58009 -1.46826
C 0.50100 -0.67440 -1.55581
C -0.44407 -1.01562 -0.34304
O -0.34813 -1.83546 0.81656
C 0.36996 -0.61170 0.81850
H 0.42247 -1.11464 -2.56306
H -1.47359 -0.42796 -0.51482
H 1.41923 -0.86426 0.50003
```

Results
HOMO   -10.23 eV
Total charge   0
Gap between HOMO and LUMO   10.258 eV
SMILES   O=C1ON=C[C@H]2O[C@H]12



2) One molecule with the formula C4H3NO3. Source: the Open Molecules 2025 dataset; level of theory: ωB97M-V with the def2-TZVPD basis set.

Geometry as XYZ:
```
11
Properties=species:S:1:pos:R:3
N 2.48046 -1.40614 0.34214
C 1.46699 -0.93697 -0.10880
C 0.44119 -0.54601 -0.84499
O -0.07830 0.71403 -0.87958
C -1.25941 0.61353 -0.10121
C -1.53639 -0.89531 -0.08510
O -2.46092 -1.44772 0.42811
O -0.59374 -1.49588 -0.80178
H 3.26848 -1.75475 -0.19414
H -2.07514 1.16289 -0.57534
H -1.09997 0.98160 0.91949
```

Results
HOMO   -9.00 eV
Total charge   0
Gap between HOMO and LUMO   9.453 eV
SMILES   N=C=C1OCC(=O)O1



3) A 2-piece molecular cluster, C4H3NO3 overall. Source: the Open Molecules 2025 dataset; level of theory: ωB97M-V with the def2-TZVPD basis set.

Geometry as XYZ:
```
11
Properties=species:S:1:pos:R:3
C -0.41843 0.35335 0.11988
C 0.81957 -1.35432 -0.02164
C 1.70513 -0.21978 -0.11583
C 0.91540 0.96247 0.08410
H -3.57497 0.72751 0.56306
H 1.19232 -2.32347 0.08444
H 2.72438 -0.44708 -0.49707
N -1.45968 0.99991 -0.01933
O -2.61797 0.16189 -0.23974
O -0.44840 -0.96560 0.08328
O 1.16264 2.10512 -0.04114
```

Results
HOMO   -9.61 eV
Total charge   0
Gap between HOMO and LUMO   8.816 eV



Most stable one: 2), least stable one: 1).



1) One molecule with the formula C2HClO2. Source: the Open Molecules 2025 dataset; level of theory: ωB97M-V with the def2-TZVPD basis set.

Geometry as XYZ:
```
6
Properties=species:S:1:pos:R:3
O 0.16318 0.30086 1.84039
C -0.29358 0.06628 0.74584
C -1.54443 -0.82621 0.42727
O -1.83490 -1.93802 0.19898
Cl -2.67967 0.68922 -0.30085
H 0.18532 0.54961 -0.10528
```

Results
HOMO   -10.95 eV
Total charge   0
Gap between HOMO and LUMO   10.020 eV
SMILES   O=CC(=O)Cl



2) A 2-piece molecular cluster, C2HClO2 overall. Source: the Open Molecules 2025 dataset; level of theory: ωB97M-V with the def2-TZVPD basis set.

Geometry as XYZ:
```
6
Properties=species:S:1:pos:R:3
C 0.01748 -0.08709 -0.78335
C 0.37091 -1.41180 -0.51649
O 0.04935 0.58408 -1.86938
O 0.51433 -2.46336 -0.10090
Cl 2.43520 0.26673 0.08076
H -0.54254 0.22929 0.09323
```

Results
HOMO (spin up / spin down)   -10.23 / -10.07 eV
Total charge   0
Gap between HOMO and LUMO (spin up / spin down)   7.580 / 7.229 eV



Most stable one: 1), least stable one: 2).